Computed, not measured: a structure of composition C37H39GeN3O3STc, with ωB97M-V/def2-TZVPD.

```
85
Properties=species:S:1:pos:R:3:mulliken_charge:R:1
Tc 1.3800 0.7883 0.5106 -0.3118
C 0.1597 5.4173 -1.8837 -0.9293
N 1.1394 4.3432 -1.6034 0.1284
C 2.5138 4.5807 -2.1005 -0.9722
C 0.8227 3.2890 -0.9266 0.7421
O 1.6846 2.3656 -0.6734 -0.9195
C -0.5710 3.0981 -0.4057 -0.8236
O -0.5707 1.9036 0.3830 -0.3745
C -1.3546 1.9358 1.5753 -0.7167
C -0.7044 0.9915 2.5430 0.4042
O 0.4788 0.5505 2.2584 -0.8264
N -1.3163 0.6566 3.6280 0.2056
C -0.7404 -0.3185 4.5813 -1.0008
C -2.6607 1.2062 3.9374 -0.8877
H 0.2197 6.1908 -1.1190 0.3366
H -0.8523 5.0268 -1.9436 0.3662
H 0.4082 5.8569 -2.8449 0.3738
H 2.8318 5.5674 -1.7709 0.3741
H 2.5068 4.5526 -3.1884 0.3639
H 3.1915 3.8275 -1.7223 0.3268
H -1.2647 2.9627 -1.2305 0.4955
H -0.8911 3.9564 0.1814 0.7490
H -2.3663 1.6034 1.3446 0.2238
H -1.3958 2.9422 1.9961 0.8627
H 0.2902 -0.5305 4.3252 0.2832
H -1.3281 -1.2350 4.5419 0.4041
H -0.7916 0.1012 5.5832 0.4439
H -3.3867 0.9058 3.1804 0.3132
H -2.6282 2.2916 4.0145 0.3784
H -2.9755 0.8041 4.8942 0.3858
C 3.4291 2.1958 2.0493 -0.9446
C 3.8963 0.7812 1.8590 0.9908
C 4.9732 0.2701 2.5697 -1.1019
C 5.3018 -1.0555 2.4185 -0.5866
C 4.6271 -1.8553 1.4744 1.1197
C 5.0261 -3.1907 1.2278 -0.8285
C 4.4541 -3.9083 0.2171 -1.0233
C 3.4795 -3.2952 -0.5867 -0.8350
C 3.0390 -2.0112 -0.3359 0.7054
S 1.7623 -1.5399 -1.4644 -0.1923
C 3.5913 -1.2713 0.7209 -0.1634
N 3.1862 0.0164 0.9965 0.2061
H 4.1474 2.7647 2.6340 0.5471
H 2.4797 2.2271 2.6056 0.1765
H 3.3000 2.6973 1.0891 0.0688
H 5.5226 0.9155 3.2420 0.4864
H 6.1013 -1.4951 3.0086 0.4921
H 5.8107 -3.6193 1.8396 0.4559
H 4.7555 -4.9282 0.0155 0.4482
H 3.0563 -3.8457 -1.4218 0.5147
C 0.6677 -0.5142 -0.7555 1.1690
Ge -1.2010 -1.1893 -1.2768 1.7163
C -1.2127 -2.6917 -0.0623 0.5543
C -1.7081 -3.9316 -0.4736 -0.7768
C -1.7745 -4.9956 0.4216 -0.7929
C -1.3422 -4.8372 1.7316 -0.7396
C -0.8260 -3.6151 2.1484 -0.8945
C -0.7642 -2.5495 1.2573 0.1705
C -2.7201 -0.0489 -0.9338 0.5529
C -3.5723 -0.3146 0.1415 -0.7164
C -4.7605 0.3959 0.2998 -0.5205
C -5.1133 1.3702 -0.6252 -0.6988
C -4.2864 1.6248 -1.7184 -0.6985
C -3.1023 0.9105 -1.8781 -0.7747
C -1.1465 -1.5396 -3.1552 0.9767
C -2.1139 -2.3751 -3.7209 -0.5518
C -2.1854 -2.5182 -5.1007 -0.9388
C -1.3111 -1.8181 -5.9251 -0.5724
C -0.3571 -0.9739 -5.3723 -0.8484
C -0.2771 -0.8327 -3.9924 0.0577
H -2.0333 -4.0876 -1.4937 0.2658
H -2.1644 -5.9512 0.0903 0.4625
H -1.4071 -5.6654 2.4271 0.4301
H -0.4690 -3.4987 3.1669 0.4885
H -0.3514 -1.6035 1.6009 0.2445
H -3.3248 -1.1064 0.8448 0.5090
H -5.4268 0.1685 1.1254 0.5410
H -6.0559 1.8963 -0.5239 0.4531
H -4.5896 2.3502 -2.4671 0.5092
H -2.5043 1.0627 -2.7756 0.6389
H -2.8321 -2.9005 -3.1033 0.3632
H -2.9306 -3.1734 -5.5338 0.4311
H -1.3783 -1.9258 -7.0003 0.4091
H 0.3242 -0.4309 -6.0162 0.4419
H 0.4823 -0.1746 -3.5755 0.2043
```

For the HOMO energy (spin up / spin down), the calculation gives -15.679 / -15.679 eV. The lowest unoccupied orbital energy (spin up / spin down) comes out at -9.91 / -9.93 eV. The calculation puts the energy relative to the best compared isomer or geometry (same formula, charge and spin) at 23.4 kJ/mol. For the molar mass, the calculation gives 776.4 g mol⁻¹. The net charge is +3.



Computed, not measured: a structure of composition C37H39IN8O4RbS2Sb, with ωB97M-V/def2-TZVPD.

```
93
Properties=species:S:1:pos:R:3:mulliken_charge:R:1
Rb 0.1370 -0.5735 -0.3784 1.1983
O -1.9076 -1.7680 1.5673 -0.7300
C -0.9108 -2.4932 1.3162 -0.4925
N -0.6587 -3.3178 0.3354 -0.2248
C -1.6255 -3.7539 -0.5974 0.1888
C -2.3248 -4.9055 -0.2222 -0.1731
C -3.1233 -5.6265 -1.0964 -0.7410
C -3.2101 -5.2056 -2.4126 -0.5962
C -2.5445 -4.0563 -2.8148 -0.8885
C -1.7730 -3.2721 -1.9372 0.0589
N -1.0857 -2.1165 -2.3512 0.4725
C -1.3334 -1.5339 -3.5061 0.4878
O -2.1245 -1.8112 -4.4463 -0.8410
C -0.4811 -0.2918 -3.8221 0.0255
C -0.0719 -0.1248 -5.1517 -0.4612
C 0.6960 0.9682 -5.4932 -0.5970
C 1.0374 1.8932 -4.5105 -0.5777
C 0.5688 1.6751 -3.2288 -0.7872
N -0.1814 0.6207 -2.8966 0.4153
C 0.3170 -2.3502 2.2228 0.7536
C 1.0226 -3.4835 2.6324 -0.7224
C 2.1531 -3.3264 3.4091 -0.4442
C 2.5740 -2.0412 3.7325 -0.9015
C 1.8199 -0.9763 3.2729 -0.2064
N 0.7066 -1.1196 2.5556 0.4553
H -2.1903 -5.2436 0.7997 0.3993
H -3.6481 -6.5128 -0.7547 0.3370
H -3.8085 -5.7554 -3.1320 0.3811
H -2.6387 -3.7101 -3.8317 0.3822
H -0.3793 -0.8678 -5.8738 0.5115
H 1.0347 1.1039 -6.5151 0.3864
H 1.6547 2.7547 -4.7299 0.4190
H 0.8128 2.3514 -2.4152 0.3149
H 0.6776 -4.4521 2.2997 0.5076
H 2.7172 -4.1903 3.7425 0.3791
H 3.4714 -1.8653 4.3115 0.3941
H 2.1236 0.0469 3.4791 0.3587
O 2.1346 3.0708 2.1762 -0.6218
C 3.4626 2.9546 2.0305 -0.0642
C 4.2981 3.6414 2.9171 -0.7159
C 5.6720 3.5608 2.7895 -0.2801
C 6.2408 2.7914 1.7778 -0.8086
C 5.4138 2.1002 0.9071 -0.2036
C 4.0273 2.1636 1.0131 0.4448
C 3.1220 1.3791 0.1047 0.3570
O 1.8672 1.5405 0.2465 -0.4759
N 3.7405 0.5836 -0.7401 -0.6145
N 2.8825 -0.2715 -1.4238 0.4228
C 3.3983 -0.7221 -2.4874 -0.1480
S 4.9664 -0.1636 -3.1189 -0.1460
C 4.9555 -1.2955 -4.5417 -0.5983
C 3.5143 -1.5754 -4.9332 -0.5156
S 2.6104 -1.9894 -3.4238 -0.0260
H 1.7574 2.5522 1.3845 0.3250
H 3.8339 4.2349 3.6952 0.3968
H 6.3058 4.1015 3.4840 0.3470
H 7.3172 2.7243 1.6772 0.3749
H 5.8224 1.4763 0.1230 0.4763
H 5.4647 -2.2241 -4.2809 0.2778
H 5.4985 -0.8098 -5.3549 0.3692
H 3.4409 -2.4274 -5.6102 0.4475
H 3.0579 -0.7040 -5.4053 0.0467
I -6.1072 -2.3719 -2.5188 0.0484
C -4.6303 -1.0173 -2.0492 -0.8728
C -4.1231 -0.0479 -2.8729 -0.2658
N -3.2007 0.6101 -2.1415 -0.2102
N -3.0392 0.0813 -0.9173 0.2179
C -3.8984 -0.9154 -0.8474 -0.1668
H -4.3152 0.1787 -3.9065 0.4490
H -2.4777 1.2216 -2.4832 0.2769
H -3.9350 -1.5244 0.0429 0.5153
C -2.8638 4.4066 2.4861 -1.1635
C -1.6537 3.6615 1.9304 -0.8275
Sb -1.6040 1.4647 1.9533 0.3631
C -1.1117 1.2282 4.0591 -0.6035
C -1.4378 2.3663 5.0200 -1.2226
C -3.7275 1.0897 2.1286 -0.3909
C -4.4102 1.3324 3.4695 -1.2451
H -2.8050 5.4843 2.2928 0.3770
H -2.9540 4.2736 3.5653 0.1822
H -3.7920 4.0456 2.0366 0.2644
H -0.7319 3.9785 2.4271 0.2961
H -1.5187 3.9121 0.8742 0.5169
H -0.0407 1.0264 4.0651 0.1208
H -1.5938 0.2953 4.3625 0.5192
H -0.9726 3.3004 4.6977 0.2329
H -1.0697 2.1537 6.0304 0.4044
H -2.5121 2.5422 5.0940 0.2007
H -3.7990 0.0387 1.8453 0.1148
H -4.2092 1.6530 1.3252 0.4800
H -3.9097 0.7875 4.2725 0.2761
H -5.4522 0.9942 3.4504 0.4139
H -4.4120 2.3890 3.7428 0.1893
```

For the HOMO energy, the calculation gives -1.768 eV. The lowest unoccupied orbital energy comes out at 3.69 eV. The calculation puts the energy relative to the best compared isomer or geometry (same formula, charge and spin) at 120.2 kJ/mol. For the molar mass, the calculation gives 1058.0 g mol⁻¹. The net charge is -2.



Computed, not measured: a structure of composition C37H39N3O4SSiW, with ωB97M-V/def2-TZVPD.

```
86
Properties=species:S:1:pos:R:3:mulliken_charge:R:1
W -0.5038 0.6920 -0.1828 -0.6894
O 1.4698 -0.1711 -0.2007 -0.5697
C 1.9983 -0.3820 1.1621 3.1186
C 0.6989 -0.6085 1.9875 -1.1269
O 0.6801 -0.6600 3.1746 -0.5289
O -0.4027 -0.7089 1.2127 -0.6107
C 2.7041 0.8771 1.6412 -0.0508
C 2.8497 2.0074 0.8430 0.2854
C 3.5310 3.1208 1.3235 -0.9223
C 4.0495 3.1196 2.6071 -0.5546
C 3.8962 1.9955 3.4094 -0.9788
C 3.2339 0.8779 2.9297 -0.4569
C 2.8659 -1.6196 1.1816 -0.1728
C 4.2122 -1.5064 0.8346 -0.2284
C 5.0258 -2.6277 0.8132 -0.9801
C 4.5043 -3.8668 1.1628 -0.6495
C 3.1676 -3.9813 1.5151 -0.9021
C 2.3440 -2.8646 1.5139 -0.3329
H 2.1829 0.0710 -0.8070 0.4888
H 2.4486 2.0563 -0.1619 0.1106
H 3.6608 3.9845 0.6829 0.5271
H 4.5810 3.9851 2.9805 0.4551
H 4.3053 1.9849 4.4108 0.4710
H 3.1313 0.0002 3.5540 0.5177
H 4.6343 -0.5338 0.6083 0.4768
H 6.0704 -2.5308 0.5493 0.4518
H 5.1443 -4.7394 1.1755 0.4554
H 2.7647 -4.9428 1.8073 0.5936
H 1.3033 -2.9770 1.7995 0.5247
C -2.6829 4.2372 0.6478 -1.0847
Si -0.9131 3.6856 0.8214 0.3302
C -0.7584 2.4669 2.2444 -0.4231
C 0.2907 5.0856 0.9124 -1.0257
N -0.4370 2.5472 -0.5154 1.8416
C -0.4879 2.8466 -1.9147 0.6289
C -1.1595 3.9580 -2.4273 -0.6237
C -1.2088 4.1575 -3.7973 -0.9408
C -0.6174 3.2627 -4.6823 -0.6281
C 0.0550 2.1567 -4.1879 -1.1427
C 0.1177 1.9678 -2.8157 0.5647
H -2.9673 4.6528 1.6210 0.4622
H -3.3741 3.4197 0.4360 0.2445
H -2.8439 5.0270 -0.0848 0.4567
H -1.6652 2.2830 2.8194 0.4094
H 0.0505 2.7263 2.9310 0.3630
H -0.4273 1.4704 1.8964 -0.0313
H -0.0699 5.8330 1.6249 0.3981
H 0.4280 5.5862 -0.0488 0.3620
H 1.2641 4.7315 1.2570 0.2003
H -1.6266 4.6776 -1.7702 0.2570
H -1.7124 5.0347 -4.1835 0.4546
H -0.6597 3.4526 -5.7465 0.4403
H 0.5555 1.4684 -4.8561 0.5180
H 0.7297 1.1552 -2.4346 0.3949
C -0.5464 -6.8491 0.8900 -1.5400
C -0.4228 -5.5707 0.1149 0.8697
C -1.4823 -4.6557 0.0768 -0.9680
C -1.3820 -3.4746 -0.6286 -0.4741
C -0.1890 -3.1928 -1.2854 1.0023
C 0.8906 -4.0642 -1.2455 -0.4735
C 0.7565 -5.2592 -0.5591 -0.8169
S -0.0080 -1.7645 -2.2855 0.2116
C -1.0592 -2.1516 -3.6733 -1.2773
O -0.9145 -0.6548 -1.6024 -0.0217
H -1.5859 -7.1584 0.9852 0.4104
H -0.1477 -6.7159 1.8986 0.3044
H 0.0152 -7.6537 0.4181 0.4058
H -2.4013 -4.8899 0.5999 0.4470
H -2.2099 -2.7765 -0.6632 0.3939
H 1.8226 -3.8180 -1.7425 0.4266
H 1.5860 -5.9552 -0.5398 0.4293
H -2.0506 -2.4110 -3.3067 0.3900
H -0.6078 -2.9971 -4.1931 0.4571
H -1.0868 -1.2780 -4.3231 0.4129
N -8.0150 0.0636 0.0112 -0.3561
C -6.8749 0.1959 0.0028 -0.4007
C -5.4501 0.3612 -0.0076 0.5227
C -4.6928 0.0170 1.1070 -0.8163
C -3.3240 0.1710 1.0512 -0.6270
N -2.7029 0.6496 -0.0356 0.9205
C -3.4359 0.9944 -1.1046 -0.5207
C -4.8057 0.8590 -1.1368 -0.5705
H -5.1628 -0.3707 1.9994 0.5613
H -2.6873 -0.1073 1.8798 0.5493
H -2.8912 1.3761 -1.9585 0.4379
H -5.3655 1.1390 -2.0179 0.5619
```

For the HOMO energy, the calculation gives -13.653 eV. The lowest unoccupied orbital energy comes out at -6.28 eV. The calculation puts the energy relative to the best compared isomer or geometry (same formula, charge and spin) at 89.0 kJ/mol. For the molar mass, the calculation gives 833.7 g mol⁻¹. The net charge is +2.



Which of these has the lowest net charge?
C37H39IN8O4RbS2Sb



Which of these has the highest energy relative to the best compared isomer or geometry (same formula, charge and spin)?
C37H39IN8O4RbS2Sb